--- one ---
{"formula": "C6H12N2O", "method": "ωB97M-V/def2-TZVPD", "mol_weight_g_mol": 128.2, "orbital_gap_ev": [7.64, 7.64], "charge": 0, "homo_energy_ev": [-8.00, -7.99], "lumo_energy_ha": [-0.0129, -0.0130], "species": ["C", "C", "C", "N", "N", "C", "C", "C", "O", "H", "H", "H", "H", "H", "H", "H", "H", "H", "H", "H", "H"], "positions_angstrom": [[-1.05, 1.84, 0.07], [-1.78, -0.20, 1.16], [0.04, -1.95, -0.60], [-0.71, 0.47, 0.43], [1.08, 0.48, 1.06], [0.13, -0.45, -0.86], [1.55, 0.09, -0.12], [2.73, -0.01, -0.73], [-0.08, -0.01, -2.00], [1.21, 1.49, 1.21], [-1.24, 2.42, 0.98], [-1.93, 1.87, -0.58], [-0.21, 2.30, -0.46], [-2.48, -0.68, 0.47], [-1.38, -0.97, 1.82], [-2.37, 0.48, 1.78], [0.35, -2.21, 0.41], [-0.98, -2.28, -0.79], [0.69, -2.45, -1.32], [2.75, -0.43, -1.73], [3.66, 0.21, -0.22]], "nbo_charge": [-0.44, -0.44, -0.69, -0.24, -0.38, 0.56, 0.04, -0.49, -0.69, 0.36, 0.20, 0.23, 0.23, 0.23, 0.23, 0.20, 0.21, 0.22, 0.25, 0.22, 0.20]}

***

--- two ---
{"formula": "C6H12N2O", "method": "ωB97M-V/def2-TZVPD", "smiles": "Cc1c[nH]cn1.CCO", "mol_weight_g_mol": 128.2, "orbital_gap_ev": 9.07, "charge": 0, "homo_energy_ev": -8.39, "lumo_energy_ha": 0.0248, "species": ["C", "C", "C", "C", "N", "N", "H", "H", "H", "H", "H", "H", "C", "C", "O", "H", "H", "H", "H", "H", "H"], "positions_angstrom": [[2.88, 1.90, -2.29], [1.38, 1.54, -0.18], [2.01, 1.16, -1.34], [0.98, -0.58, -0.61], [0.72, 0.43, 0.26], [1.83, -0.18, -1.54], [1.14, 2.54, 0.12], [-0.07, 0.43, 0.90], [3.68, 1.27, -2.66], [3.30, 2.82, -1.84], [0.63, -1.58, -0.53], [2.36, 2.40, -3.11], [-1.89, -1.10, 1.11], [-3.12, -1.94, 1.37], [-1.51, -0.20, 2.18], [-0.96, -1.62, 0.84], [-2.05, -0.44, 0.27], [-3.75, -1.37, 2.05], [-0.90, -0.65, 2.79], [-2.94, -2.94, 1.75], [-3.73, -1.90, 0.46]], "nbo_charge": [-0.64, -0.12, 0.09, 0.15, -0.54, -0.47, 0.21, 0.44, 0.23, 0.21, 0.19, 0.22, -0.08, -0.65, -0.74, 0.17, 0.18, 0.23, 0.47, 0.22, 0.22]}

***

--- three ---
{"formula": "C6H12N2O", "method": "ωB97M-V/def2-TZVPD", "mol_weight_g_mol": 128.2, "orbital_gap_ev": 9.80, "charge": 0, "homo_energy_ev": -9.16, "lumo_energy_ha": 0.0237, "species": ["C", "C", "C", "C", "C", "C", "N", "N", "O", "H", "H", "H", "H", "H", "H", "H", "H", "H", "H", "H", "H"], "positions_angstrom": [[-1.18, 0.76, -1.51], [-1.32, -0.01, 1.19], [2.18, -0.05, -0.12], [0.92, 1.87, 0.68], [-1.08, -2.19, -0.85], [-0.19, -0.30, 0.23], [-1.52, 1.47, -2.37], [0.92, 0.43, 0.39], [-0.07, -1.57, -0.15], [-1.26, 1.01, 1.56], [-1.15, -0.53, 2.12], [-2.37, -0.25, 0.85], [1.92, -0.85, -0.89], [2.72, 0.63, -0.70], [2.81, -0.54, 0.75], [1.85, 2.19, 0.31], [0.13, 2.52, 0.23], [1.03, 2.18, 1.76], [-1.61, -1.36, -1.55], [-1.95, -2.53, -0.24], [-0.77, -2.87, -1.68]], "nbo_charge": [-0.11, -0.70, -0.42, -0.42, -0.31, 0.76, -0.54, -0.43, -0.52, 0.24, 0.23, 0.26, 0.24, 0.22, 0.21, 0.21, 0.25, 0.21, 0.23, 0.19, 0.22]}

***

two takes first place; second place is 3.102 eV up.

***

--- one ---
{"formula": "C6H12N2O", "method": "ωB97M-V/def2-TZVPD", "mol_weight_g_mol": 128.2, "orbital_gap_ev": 7.54, "charge": 0, "homo_energy_ev": -7.25, "lumo_energy_ha": 0.0108, "species": ["C", "C", "C", "C", "C", "C", "N", "O", "N", "H", "H", "H", "H", "H", "H", "H", "H", "H", "H", "H", "H"], "positions_angstrom": [[2.44, 0.04, -0.66], [-2.41, 0.22, 0.79], [0.52, -1.35, 1.17], [-0.91, 0.36, -1.23], [-1.12, 0.23, 0.03], [0.25, 0.12, 0.86], [-0.99, 0.54, -2.51], [1.09, 0.45, -0.56], [0.46, 0.96, 1.84], [-0.70, 1.43, -2.90], [-0.94, -0.25, -3.14], [0.27, 1.91, 1.55], [2.99, 0.34, 0.24], [2.90, 0.55, -1.52], [2.55, -1.04, -0.80], [-2.60, -0.79, 1.17], [-2.28, 0.87, 1.66], [-3.26, 0.54, 0.20], [0.46, -1.98, 0.28], [1.51, -1.45, 1.62], [-0.21, -1.70, 1.90]], "nbo_charge": [-0.25, -0.63, -0.66, 0.48, -0.09, 0.44, -0.74, -0.68, -0.88, 0.41, 0.41, 0.32, 0.19, 0.17, 0.15, 0.23, 0.26, 0.22, 0.20, 0.23, 0.22]}

***

--- two ---
{"formula": "C6H12N2O", "method": "ωB97M-V/def2-TZVPD", "mol_weight_g_mol": 128.2, "orbital_gap_ev": [8.33, 7.28], "charge": 0, "homo_energy_ev": [-8.43, -7.70], "lumo_energy_ha": [-0.0038, -0.0153], "species": ["C", "C", "C", "N", "N", "H", "H", "H", "H", "H", "H", "C", "C", "C", "O", "H", "H", "H", "H", "H", "H"], "positions_angstrom": [[-1.89, -0.85, 0.96], [-0.52, -0.18, 0.79], [-0.79, 1.03, -0.30], [0.14, 0.16, 1.88], [-0.49, 2.22, 0.01], [0.03, 1.15, 2.09], [-0.87, 2.92, -0.63], [-1.49, 0.77, -1.11], [-2.24, -1.27, 0.02], [-1.79, -1.65, 1.68], [-2.62, -0.12, 1.32], [2.19, 0.63, -0.38], [0.56, -1.27, -0.32], [1.14, -0.17, -1.02], [-0.14, -2.23, -1.05], [-0.59, -1.82, -1.80], [1.16, -1.78, 0.42], [0.89, -0.01, -2.07], [2.20, 1.66, -0.73], [1.97, 0.65, 0.71], [3.17, 0.16, -0.49]], "nbo_charge": [-0.61, 0.13, 0.07, -0.66, -0.67, 0.36, 0.34, 0.15, 0.21, 0.23, 0.23, -0.69, 0.08, -0.10, -0.69, 0.47, 0.22, 0.21, 0.23, 0.26, 0.24]}

***

one takes first place; second place is 0.233 eV up.

***

--- one ---
{"formula": "C2H5NOS", "method": "ωB97M-V/def2-TZVPD", "mol_weight_g_mol": 91.1, "orbital_gap_ev": 8.71, "charge": 0, "homo_energy_ev": -8.11, "lumo_energy_ha": 0.0220, "species": ["C", "C", "N", "O", "S", "H", "H", "H", "H", "H"], "positions_angstrom": [[-1.32, 0.19, -0.58], [0.40, -0.63, -0.13], [1.13, 0.10, 0.82], [-1.57, 1.28, 0.06], [-2.21, -0.47, -1.76], [0.83, -0.53, -1.22], [0.23, -1.68, 0.06], [1.30, -0.43, 1.79], [-0.86, 1.75, 0.48], [2.07, 0.42, 0.48]], "nbo_charge": [0.21, -0.25, -0.88, -0.67, -0.10, 0.21, 0.21, 0.38, 0.51, 0.38]}

***

--- two ---
{"formula": "C2H5NOS", "method": "ωB97M-V/def2-TZVPD", "smiles": "CCn1os1", "mol_weight_g_mol": 91.1, "orbital_gap_ev": 8.88, "charge": 0, "homo_energy_ev": -8.84, "lumo_energy_ha": 0.0015, "species": ["C", "C", "N", "O", "S", "H", "H", "H", "H", "H"], "positions_angstrom": [[-1.19, 0.43, 0.13], [-0.11, -0.57, -0.16], [1.13, -0.08, 0.44], [1.80, 1.01, -0.16], [2.69, -0.36, -0.12], [-0.99, 0.88, 1.06], [-2.12, -0.01, 0.14], [-1.14, 1.06, -0.71], [0.14, -0.84, -1.12], [-0.21, -1.53, 0.49]], "nbo_charge": [-0.62, -0.23, -0.27, -0.49, 0.55, 0.23, 0.22, 0.22, 0.19, 0.20]}

***

--- three ---
{"formula": "C2H5NOS", "method": "ωB97M-V/def2-TZVPD", "smiles": "CO/C=N/S", "mol_weight_g_mol": 91.1, "orbital_gap_ev": 9.09, "charge": 0, "homo_energy_ev": -8.95, "lumo_energy_ha": 0.0049, "species": ["C", "C", "H", "H", "H", "H", "H", "N", "O", "S"], "positions_angstrom": [[0.16, 1.61, 0.00], [0.28, -0.56, -0.88], [0.24, 2.69, -0.70], [0.73, 1.56, 1.01], [-0.91, 0.92, -0.06], [1.13, -0.99, -1.43], [-0.91, -2.41, 2.19], [-0.71, -0.81, 0.06], [0.82, 0.66, -0.83], [-0.83, -2.65, 0.64]], "nbo_charge": [-0.34, 0.39, 0.21, 0.21, 0.27, 0.21, 0.16, -0.66, -0.50, 0.06]}

***

one takes first place; second place is 2.243 eV up.

***

--- one ---
{"formula": "C2H5NOS", "method": "ωB97M-V/def2-TZVPD", "smiles": "CSNC=O", "mol_weight_g_mol": 91.1, "orbital_gap_ev": 9.24, "charge": 0, "homo_energy_ev": -8.73, "lumo_energy_ha": 0.0187, "species": ["C", "C", "H", "H", "H", "H", "H", "N", "O", "S"], "positions_angstrom": [[-0.74, 0.47, -1.65], [0.36, -0.59, 1.73], [-1.33, 0.18, -0.63], [-1.15, -0.27, -2.47], [-0.83, 1.60, -1.79], [1.97, 0.46, 0.70], [0.70, -0.37, 2.86], [0.79, 0.15, 0.63], [-0.54, -1.40, 1.60], [0.77, -0.22, -0.99]], "nbo_charge": [-0.82, 0.51, 0.25, 0.26, 0.23, 0.41, 0.15, -0.83, -0.57, 0.42]}

***

--- two ---
{"formula": "C2H5NOS", "method": "ωB97M-V/def2-TZVPD", "smiles": "CNSC=O", "mol_weight_g_mol": 91.1, "orbital_gap_ev": 9.97, "charge": 0, "homo_energy_ev": -9.22, "lumo_energy_ha": 0.0277, "species": ["C", "C", "N", "O", "S", "H", "H", "H", "H", "H"], "positions_angstrom": [[-1.89, -0.59, -0.41], [1.52, 0.03, 0.29], [0.21, 0.78, 0.36], [-3.02, -0.84, -0.72], [-1.16, 0.11, 1.17], [-1.10, -0.44, -1.13], [1.77, -0.26, 1.34], [1.54, -0.83, -0.42], [2.20, 0.90, 0.01], [-0.07, 1.13, -0.50]], "nbo_charge": [0.27, -0.43, -0.76, -0.50, 0.34, 0.11, 0.21, 0.19, 0.21, 0.36]}

***

two takes first place; second place is 0.898 eV up.